Run w
A molecular structure, C4H6Br2S. Source: the OMol25 dataset; level of theory: ωB97M-V/def2-TZVPD.

Structure (XYZ):
```
13
C4H6Br2S ωB97M-V/def2-TZVPD
Br 4.82223 1.08712 -0.20836
Br 2.79718 -1.26453 0.49940
S -0.97461 0.61981 0.16980
C 3.33312 0.01079 -0.78170
C 0.01912 0.70947 1.53887
C -0.22682 -0.39212 -2.39274
C -0.22569 0.29942 -1.28508
H -0.67240 -1.47774 -2.70486
H 2.57497 0.78124 -0.94488
H 3.37431 -0.57213 -1.69440
H 0.39574 0.14733 -3.12408
H 0.79276 0.00991 1.74476
H -0.40017 1.21977 2.36900
```

- multiplicity = 1
- highest occupied orbital energy (alpha / beta) (eV) = -8.10 / -7.93
- molar mass (g mol⁻¹) = 245.967

***

Run x
2 unconnected molecules or ions with the total composition C4H6Br2S. Source: the OMol25 dataset; level of theory: ωB97M-V/def2-TZVPD.

Structure (XYZ):
```
13
C4H6Br2S ωB97M-V/def2-TZVPD
Br -1.99257 -1.23758 -0.76785
Br -4.38154 0.64391 0.51838
S 1.97490 1.11697 -0.10124
C 3.24103 0.28236 -0.87082
C -2.85153 0.42973 -0.75117
C 0.57778 -0.68072 1.64150
C 1.05495 -0.00038 0.67035
H 3.67165 0.37267 -1.83141
H -3.22083 0.60159 -1.76157
H -2.20165 1.13917 -0.32740
H 3.33060 -0.70832 -0.46813
H -0.53560 -0.95506 1.71779
H 1.33282 -1.00435 2.33158
```

- multiplicity = 1
- highest occupied orbital energy (alpha / beta) (eV) = -7.51 / -7.79
- molar mass (g mol⁻¹) = 245.967

***

Which of them is the least stable? Correct choice: run w.

***

Run w
A molecular structure, C45H49I2MoN2OP2S2Si. Source: the OMol25 dataset; level of theory: ωB97M-V/def2-TZVPD.

Structure (XYZ):
```
105
C45H49I2MoN2OP2S2Si ωB97M-V/def2-TZVPD
I -2.20247 -0.20968 2.87040
I -0.24182 -1.96784 5.43678
Mo -0.71509 -0.21001 0.30338
S -1.58879 -3.56642 -2.74234
S -0.63688 -3.52029 1.01243
P -1.56111 2.35682 0.40695
P -1.15298 1.10002 -1.89509
Si 1.69259 0.42371 1.07398
O -0.23423 -2.03080 1.28040
N -2.38095 2.03597 -1.10385
N -0.72954 -1.69614 -1.27503
C 3.50770 -1.19230 -0.40368
C 1.44600 0.70363 2.89941
C -2.56899 3.17335 2.87104
C 4.42406 -2.22262 -0.56388
C -3.47668 0.74555 -5.21975
C 3.87832 -3.03083 1.63576
C 1.06715 5.30966 1.18276
C 2.93909 -2.02141 1.77712
C -3.05080 1.07837 -3.94197
C -1.91766 0.46259 -3.40459
C 0.39022 -2.35045 -1.75548
C 2.43200 2.20746 -3.32747
C -1.34092 -0.28915 4.85178
C -2.81453 3.06299 1.50482
C 1.33621 -5.22298 0.47093
C 2.50622 1.90547 0.28505
C 4.61673 -3.13698 0.46399
C -3.86249 3.78923 0.93210
C 0.09718 -3.38716 -2.57706
C -4.70357 4.54084 1.73716
C -0.87356 4.78453 -0.74535
C 2.74444 -1.07400 0.76515
C 3.70972 -7.44128 2.43616
C 1.98085 -5.74758 3.11714
C -0.17162 3.20677 -3.41481
C 2.32450 -6.14502 0.77280
C 0.42193 4.08356 1.16739
C 0.67280 -4.56595 1.50134
C 0.83218 3.82199 -4.13762
C -3.57905 1.17542 -0.82119
C 2.66172 -6.42365 2.09484
C 2.13356 3.32441 -4.09139
C -1.83908 -2.24618 -1.73128
C 0.99042 -4.83119 2.83402
C 0.75442 6.26540 0.22511
C -2.77020 -0.18153 -5.97361
C -0.52960 3.80972 0.18775
C -3.40731 3.93453 3.67030
C -1.61671 -0.76089 -5.45943
C -4.48604 4.60219 3.10760
C -0.21747 6.00466 -0.73338
C 0.13748 2.11068 -2.60582
C -1.86179 -3.85832 2.26016
C -1.18482 -0.43168 -4.18567
C 1.43014 1.59899 -2.58365
H 5.35648 -3.92164 0.35647
H 4.44038 -7.02802 3.13332
H -4.41802 1.79266 -0.52241
H 1.17340 -0.21045 3.42865
H -1.04184 -1.45294 -6.06230
H -5.51974 5.09450 1.29111
H 1.86953 2.55468 -0.30885
H -3.85568 0.61184 -1.70438
H 0.70042 1.47508 3.10833
H 2.22371 -5.96735 4.15150
H 1.65809 0.72273 -1.98594
H 0.45801 -4.34874 3.64453
H -4.00528 3.80786 -0.14182
H 1.37513 -2.03400 -1.44606
H 2.36715 -1.96438 2.69892
H 3.25058 -8.30336 2.92410
H 4.04176 -3.73231 2.44430
H -2.04234 -4.93383 2.25663
H 0.60300 4.68085 -4.75606
H -1.70227 2.69913 3.31987
H 0.66324 3.34662 1.92739
H -3.10473 -0.43443 -6.97161
H 4.23356 -7.79368 1.55049
H 3.34070 1.57627 -0.33975
H -0.47669 6.76217 -1.46202
H 1.80970 5.52270 1.94218
H -3.58880 1.83968 -3.39036
H -4.35569 1.22412 -5.63112
H 3.41926 -0.45332 -1.19704
H 2.40808 1.05090 3.29450
H 5.01418 -2.29099 -1.47011
H 2.92595 2.50523 1.10027
H 1.25829 7.22412 0.23582
H -2.82917 -1.88229 -1.49123
H -0.73223 0.60270 4.92809
H 3.44109 1.81429 -3.30879
H -1.19101 3.56796 -3.49027
H -2.77008 -3.32782 1.97910
H 2.91261 3.80671 -4.66851
H -1.66064 4.60062 -1.46483
H -2.23697 -0.22130 5.45798
H 1.06943 -5.03006 -0.56204
H -1.51038 -3.52441 3.23585
H 2.83295 -6.66688 -0.03000
H 0.78878 -4.04271 -3.08604
H -3.20979 4.01851 4.73135
H -5.14317 5.19319 3.73233
H -3.40229 0.45946 -0.00098
H -0.24953 -0.84584 -3.82317
```

- multiplicity = 3
- total charge = +3
- highest occupied orbital energy (alpha / beta) (eV) = -15.77 / -15.65
- molar mass (g mol⁻¹) = 1137.816

***

Run x
A molecular structure, C45H49I2MoN2OP2S2Si. Source: the OMol25 dataset; level of theory: ωB97M-V/def2-TZVPD.

Structure (XYZ):
```
105
C45H49I2MoN2OP2S2Si ωB97M-V/def2-TZVPD
I -0.29811 -0.59386 3.43463
I 3.23690 -0.44516 3.98270
Mo 0.21110 0.16614 0.64010
S 3.06802 -1.85344 0.48622
S 1.27718 2.20680 -3.41240
P -2.13953 1.30716 0.56640
P -1.82290 -1.35069 0.44607
Si 0.93014 2.50196 1.73539
O 1.66222 -1.21332 0.28867
N -2.99603 -0.18952 0.75732
N 0.48995 0.86619 -1.40575
C 4.90712 1.54314 0.43617
C -4.26427 -0.36119 1.49064
C -2.49496 2.80378 2.89250
C 2.79628 2.29807 1.38382
C 5.66411 -2.03074 -2.53296
C -2.53616 1.86739 -1.11609
C 0.20040 0.91304 -3.68690
C -0.11930 0.31401 -2.51880
C -2.24433 -3.57460 -3.53104
C 4.86133 -2.15179 -3.66882
C -1.03814 -3.56326 -2.83815
C 1.32299 -0.28376 4.82382
C 2.67591 -3.56577 0.79837
C -0.92940 -4.79503 2.39860
C -4.35513 4.27657 3.25271
C 5.10440 -1.91394 -1.27300
C -3.57389 1.28558 -1.83491
C 0.83012 2.70017 3.60669
C -3.21581 2.82656 -3.64326
C 5.61313 2.42810 1.23506
C 3.71953 -1.93924 -1.14723
C -3.17829 3.69636 3.70395
C -1.86026 2.95823 -1.66096
C -3.33858 -2.87958 -3.03771
C -2.19594 3.43244 -2.91804
C 3.53825 3.19273 2.17478
C -2.17403 -5.38313 2.57270
C -3.32166 -4.71918 2.15791
C -3.22978 -3.46389 1.58124
C -2.97759 2.49222 1.62556
C 3.47295 -2.15410 -3.50930
C 0.34073 4.09300 0.96008
C -4.84791 3.96681 1.98904
C -0.92752 -2.84369 -1.66148
C -3.22984 -2.15226 -1.85944
C 4.92038 3.26196 2.10083
C 3.52180 1.48339 0.50965
C -4.16174 3.08632 1.17071
C 1.25149 1.88762 -1.76222
C -1.98309 -2.84070 1.45632
C 2.89249 -2.05742 -2.25722
C -0.83449 -3.53078 1.84042
C -2.01799 -2.11498 -1.17938
C 5.48590 -2.28374 -5.02515
C -3.90972 1.75866 -3.09667
H 1.82796 2.47721 -1.06943
H 1.17775 0.69533 5.26116
H -1.08644 3.45465 -1.10064
H -4.28405 -2.91545 -3.56192
H 4.73810 -2.28359 -5.81500
H 6.18628 -1.46883 -5.20956
H 5.43271 0.90758 -0.26521
H 5.45455 3.97214 2.71776
H 0.13801 -3.07771 1.69601
H 6.69186 2.48020 1.17464
H 3.04177 3.86526 2.86450
H 0.87839 4.88664 1.48982
H -1.67600 4.28925 -3.32668
H -4.28946 -5.18901 2.26779
H 6.74147 -2.02279 -2.63981
H -5.08369 -0.62664 0.82144
H 3.61585 -4.11351 0.71686
H 1.81472 -2.06004 -2.14752
H -3.48551 3.20518 -4.62016
H -0.00581 2.22000 4.10665
H -4.54553 2.87665 0.18090
H -0.19422 -4.12760 -3.21302
H 6.05094 -3.21467 -5.09220
H 0.00853 -2.84345 -1.11129
H -0.79618 -0.51444 -2.40977
H -4.14692 0.48669 -1.39418
H -4.72734 1.30629 -3.64216
H -0.03504 -5.32422 2.70047
H -5.76352 4.42234 1.63734
H 3.02554 0.79493 -0.16033
H 0.60658 4.19319 -0.09043
H 1.96132 -3.92812 0.06113
H 5.73773 -1.81271 -0.39885
H 0.76949 3.76689 3.83645
H -4.51197 0.57361 1.98472
H -4.13092 -2.99443 1.21071
H -0.72540 4.28608 1.08908
H -2.79256 3.93733 4.68528
H -1.58355 2.34281 3.25504
H 1.75987 2.32690 4.03717
H -4.09968 -1.64924 -1.46312
H -0.15218 0.66264 -4.67394
H -2.25114 -6.36696 3.01537
H 1.16645 -1.07434 5.54908
H -4.15117 -1.12448 2.25620
H 2.84206 -2.24541 -4.38478
H -4.88946 4.97528 3.88225
H 2.29691 -3.64883 1.81599
H -2.33554 -4.14423 -4.44602
```

- multiplicity = 3
- total charge = +3
- highest occupied orbital energy (alpha / beta) (eV) = -16.09 / -16.00
- molar mass (g mol⁻¹) = 1137.816

***

Which of them is the least stable? Correct choice: run w.

***

Run w
C2H2S5 in the gas phase. Source: the OMol25 dataset; level of theory: ωB97M-V/def2-TZVPD.

Structure (XYZ):
```
9
C2H2S5 ωB97M-V/def2-TZVPD
S -0.37834 1.08500 -2.08554
S 1.85189 1.09337 -1.88660
S 2.02512 -0.34645 -0.48993
S 0.24833 -0.48639 2.04456
S -2.22080 0.26350 -0.01469
C 0.74089 0.29616 0.54113
C -0.61616 0.34382 -0.67438
H 0.27650 -1.65010 1.59404
H -1.92744 -0.59891 0.97142
```

- multiplicity = 1
- highest occupied orbital energy (alpha / beta) (eV) = -7.71 / -7.71
- molar mass (g mol⁻¹) = 186.373
- structure (SMILES) = SC1=C(S)SSS1

***

Run x
A molecular structure, C2H2S5. Source: the OMol25 dataset; level of theory: ωB97M-V/def2-TZVPD.

Structure (XYZ):
```
9
C2H2S5 ωB97M-V/def2-TZVPD
S -0.75385 0.10512 -0.71684
S -1.98212 -2.12707 0.39210
S 0.29635 -2.88777 2.34953
S -0.98578 -3.81636 1.01019
S 2.15560 -0.77721 1.59339
C -0.42717 -1.03451 0.52895
C 0.55711 -1.43761 1.32452
H 0.34197 0.95302 -0.88745
H 1.91710 -0.08736 0.42927
```

- multiplicity = 1
- highest occupied orbital energy (eV) = -8.12
- molar mass (g mol⁻¹) = 186.373

***

Which of them is the least stable? Correct choice: run w.

***

Run w
C16H20N2O5S in the gas phase. Source: the OMol25 dataset; level of theory: ωB97M-V/def2-TZVPD.

Structure (XYZ):
```
44
C16H20N2O5S ωB97M-V/def2-TZVPD
S 0.00836 1.16210 -1.08725
O -0.16572 2.22180 -2.03168
O 4.08460 2.12695 1.64252
O -5.12213 -1.37018 0.30020
O 4.21914 -2.60863 -0.10662
O 0.97008 0.12839 -1.39936
N 3.08968 0.46461 0.48318
N 0.38228 1.85868 0.39945
C -6.34531 -0.65548 0.37041
C -1.61901 -0.94743 -0.41582
C -3.98949 -0.72213 -0.03671
C -2.68183 1.19562 -0.66483
C 2.64829 2.73415 -0.19232
C 1.23611 3.02940 0.33525
C 5.86567 -1.11573 -0.18976
C -7.43058 -1.64322 0.76777
C -2.83185 -1.51008 -0.08457
C -3.90442 0.63975 -0.33259
C 3.37070 1.76229 0.72996
C -1.55227 0.40466 -0.70441
C 3.73202 -0.61069 1.21603
C 6.21929 -2.22343 -0.99789
C 4.63887 -1.40225 0.33359
C 5.18111 -3.09661 -0.90691
H 6.44004 -0.22956 -0.01456
H -2.59177 2.24212 -0.90678
H -4.77981 1.26830 -0.30867
H 0.75461 1.15160 1.01866
H -2.92081 -2.56044 0.14176
H -6.57534 -0.20967 -0.60627
H -6.26813 0.14608 1.11703
H 1.28881 3.46564 1.33578
H -7.19291 -2.08889 1.72954
H 7.12006 -2.34794 -1.56285
H 2.97150 -1.27795 1.63435
H 0.73602 3.72597 -0.33978
H -8.38659 -1.13273 0.83724
H 2.56991 2.32365 -1.19962
H 4.29933 -0.13793 2.02327
H 5.01386 -4.06122 -1.34329
H -7.50143 -2.43495 0.02739
H 2.52373 0.20944 -0.32119
H 3.21467 3.66531 -0.21926
H -0.71935 -1.53936 -0.47038
```

- multiplicity = 1
- highest occupied orbital energy (eV) = -8.46
- molar mass (g mol⁻¹) = 352.412
- structure (SMILES) = CCOc1ccc(S(=O)(=O)NCCC(=O)NCc2ccco2)cc1

***

Run x
C16H20N2O5S in the gas phase. Source: the OMol25 dataset; level of theory: ωB97M-V/def2-TZVPD.

Structure (XYZ):
```
44
C16H20N2O5S ωB97M-V/def2-TZVPD
S 0.07701 -1.25243 -1.26579
O -3.48937 -0.48004 4.06521
O 0.08089 -2.19602 -2.34355
O -1.20751 -0.94001 -0.68592
O -0.12947 1.50395 -0.12854
O 0.86144 -1.57902 3.41576
N -0.84573 -1.79013 1.94094
N 1.15140 -1.81987 -0.12417
C -0.48799 2.74410 0.44374
C -3.97802 1.08368 2.56215
C 2.28801 1.23933 -3.51710
C 1.40963 -3.23939 -0.06723
C 2.05353 2.47546 -2.92573
C -3.05002 0.17963 1.98436
C 0.64329 1.48684 -1.24015
C 3.17865 1.11223 -4.71363
C 0.86704 0.24790 -1.84165
C -4.20833 0.63115 3.82256
C 1.31230 -1.08596 1.10535
C 0.42354 -1.51274 2.28515
C -2.78786 -0.75263 2.94518
C -1.88664 -1.94857 2.92990
C 1.67296 0.12907 -2.95523
C 1.24762 2.60688 -1.80971
H -1.01564 3.37699 -0.27484
H 4.22409 1.15783 -4.40871
H 2.46288 -3.40519 0.16608
H 2.50900 3.35982 -3.34708
H 2.35605 -1.15635 1.43152
H 1.78857 -0.85452 -3.38194
H 1.07916 -0.04092 0.89885
H 0.38848 3.27411 0.82953
H 0.79282 -3.73910 0.68583
H 2.99998 1.92418 -5.41501
H -4.41290 1.94517 2.09769
H -2.46410 -2.85517 2.70783
H -2.64378 0.21112 0.99332
H 3.01104 0.16497 -5.21781
H -1.14984 -1.56836 0.99586
H 1.09256 3.58581 -1.38523
H -4.83441 0.99120 4.61441
H -1.15404 2.49727 1.26886
H -1.40961 -2.06601 3.90802
H 1.18328 -3.64624 -1.04909
```

- multiplicity = 1
- highest occupied orbital energy (eV) = -8.48
- molar mass (g mol⁻¹) = 352.412
- structure (SMILES) = COc1ccc(C)cc1S(=O)(=O)N(C)CC(=O)NCc1ccco1

***

Which of them is the least stable? Correct choice: run x.